[1]
{
  "formula": "C20H35HgN6OP",
  "method": "wB97M-V/def2-TZVPD",
  "e_above_lowest_ev": 3.930,
  "total_charge": 1,
  "homo_energy_ev": [-9.84, -10.33],
  "multiplicity": 2,
  "homo_lumo_gap_ev": [7.31, 7.68],
  "elements": ["Hg", "N", "C", "C", "C", "C", "C", "C", "C", "C", "N", "C", "H", "H", "H", "H", "H", "H", "H", "H", "C", "C", "C", "C", "C", "N", "H", "H", "H", "H", "H", "H", "H", "H", "H", "C", "N", "C", "P", "O", "N", "C", "C", "N", "C", "C", "H", "H", "H", "H", "H", "H", "H", "H", "H", "H", "H", "H", "H", "H", "H", "H", "H", "H"],
  "coordinates": [[0.17153, -0.57036, -1.00544], [2.23409, 0.45116, -1.91872], [1.83545, 1.61717, -1.14440], [2.81893, 2.60196, -0.65923], [2.14052, 3.88136, -0.26253], [-0.55604, 4.26870, -0.35636], [-1.52382, 3.12308, -0.69240], [-2.89163, 3.04888, -0.57284], [-3.55738, 1.88237, -0.98470], [-2.82121, 0.84843, -1.50688], [-1.48849, 0.93350, -1.67069], [-0.85946, 2.04315, -1.24860], [3.12913, 0.10310, -1.59540], [2.33286, 0.63600, -2.90797], [3.88186, 2.41182, -0.55137], [2.74679, 4.71050, -0.64127], [-0.37998, 4.29273, 0.71785], [-3.46020, 3.87861, -0.16488], [-4.63245, 1.78883, -0.89438], [-3.28997, -0.07510, -1.82807], [-1.15021, 5.63222, -0.73854], [0.79153, 3.87373, -1.06703], [1.02541, 4.66703, -2.36028], [2.03137, 4.06324, 1.25677], [0.59377, 2.41105, -1.46822], [0.82513, 1.40195, -0.11632], [-0.44360, 6.44263, -0.54252], [-2.04229, 5.83113, -0.13872], [-1.43847, 5.66852, -1.79107], [1.19290, 5.72511, -2.14439], [0.18052, 4.58613, -3.05080], [1.91391, 4.28128, -2.86970], [1.61718, 5.04512, 1.50360], [3.02683, 4.00200, 1.70630], [1.40850, 3.28377, 1.69664], [2.27647, -2.60830, 1.44382], [0.80661, -2.50478, 1.51893], [0.29008, -2.00984, 2.79032], [-0.05397, -3.32117, 0.38252], [0.13282, -2.72004, -0.98598], [0.52785, -4.83991, 0.31618], [0.82433, -5.59242, 1.53730], [0.20483, -5.66717, -0.85622], [-1.62863, -3.20275, 0.82305], [-2.11111, -3.98866, 1.96296], [-2.67093, -2.87706, -0.16815], [2.71235, -1.62925, 1.64632], [2.58625, -2.92963, 0.45369], [2.67061, -3.31674, 2.17628], [0.81505, -1.08895, 3.04323], [0.44592, -2.72480, 3.60478], [-0.76704, -1.78268, 2.70670], [1.02843, -4.91739, 2.36580], [1.70905, -6.20957, 1.37737], [-0.00082, -6.25032, 1.82222], [0.05449, -5.04048, -1.72990], [-0.69172, -6.27206, -0.68803], [1.03790, -6.34171, -1.05873], [-1.29893, -4.23940, 2.63813], [-2.58288, -4.91892, 1.63170], [-2.84676, -3.41222, 2.52572], [-2.22809, -2.46847, -1.06707], [-3.36700, -2.14636, 0.24674], [-3.23818, -3.76973, -0.44715]],
  "atomic_forces_ev_per_a": [[0.22, 0.02, 0.53], [0.09, 0.00, -0.04], [-0.50, 0.04, 0.05], [-0.05, 0.15, -0.30], [-0.09, 0.18, 0.01], [-0.15, 0.05, -0.24], [0.27, 0.85, 0.22], [-0.13, -0.09, 0.10], [-0.13, 0.23, 0.14], [0.20, 0.09, 0.05], [0.26, 0.13, 0.20], [0.21, 0.26, -2.61], [0.03, -0.09, 0.10], [-0.02, 0.26, -0.12], [-0.19, -0.03, 0.01], [-0.01, 0.07, 0.06], [-0.08, -0.21, 0.12], [0.04, -0.06, -0.03], [0.09, 0.04, -0.01], [0.05, 0.05, -0.01], [0.13, -0.08, 0.10], [-0.22, -0.14, -0.14], [-0.11, -0.09, -0.10], [0.05, -0.03, 0.00], [-1.04, -1.25, 2.60], [1.23, -0.19, -0.68], [-0.06, -0.07, -0.02], [0.07, -0.02, -0.05], [0.03, 0.02, 0.08], [-0.02, -0.09, -0.02], [0.07, 0.00, 0.05], [-0.06, 0.04, 0.03], [0.02, -0.08, -0.01], [-0.10, 0.01, -0.04], [0.02, 0.03, -0.01], [-0.29, 0.15, 0.15], [0.35, -0.32, 0.06], [0.12, 0.08, -0.05], [-0.01, 0.20, 0.66], [-0.09, 0.39, -0.82], [0.09, -0.53, 0.03], [0.02, -0.05, -0.20], [0.11, -0.07, 0.20], [-0.49, -0.04, -0.22], [-0.13, 0.10, -0.20], [0.04, -0.12, 0.39], [-0.02, 0.03, 0.00], [-0.03, -0.03, -0.08], [-0.02, -0.01, 0.02], [0.00, 0.03, 0.00], [0.01, -0.01, -0.01], [-0.06, 0.00, -0.01], [0.00, 0.03, -0.01], [0.02, 0.00, -0.02], [-0.03, 0.00, -0.03], [0.01, 0.05, 0.01], [0.01, 0.02, 0.03], [0.00, 0.02, 0.02], [0.08, 0.01, 0.05], [0.02, 0.02, -0.01], [0.00, 0.01, -0.01], [0.10, 0.05, -0.09], [0.01, 0.00, 0.06], [0.05, -0.02, 0.04]]
}



[2]
{
  "formula": "C31H45Cl2N2OPSc",
  "method": "wB97M-V/def2-TZVPD",
  "total_charge": -1,
  "homo_energy_ev": [-2.12, -2.12],
  "homo_lumo_gap_ev": [3.02, 3.02],
  "elements": ["P", "C", "C", "C", "C", "C", "C", "C", "C", "C", "C", "C", "C", "C", "C", "C", "C", "C", "C", "H", "H", "H", "H", "H", "H", "H", "H", "H", "H", "H", "H", "H", "H", "H", "H", "H", "H", "H", "H", "H", "H", "H", "H", "H", "H", "H", "H", "H", "H", "H", "H", "H", "Sc", "Cl", "Cl", "C", "H", "C", "C", "C", "C", "C", "C", "H", "H", "H", "H", "H", "N", "C", "O", "C", "C", "C", "N", "C", "C", "H", "H", "H", "H", "H", "H"],
  "coordinates": [[1.70603, -0.46266, -1.25039], [2.47216, 1.15717, -1.09205], [3.82933, 1.10710, -1.80498], [4.58196, 2.41876, -1.55201], [3.73158, 3.64898, -1.90344], [2.34178, 3.67538, -1.24498], [1.57385, 2.36777, -1.44520], [0.53888, -0.70096, -2.59661], [1.39662, -0.71601, -3.86852], [0.50896, -1.21895, -5.00656], [-0.78186, -0.38870, -5.13812], [-1.56860, -0.19581, -3.83085], [-0.67702, 0.24744, -2.66865], [2.72443, -1.90514, -0.77509], [3.37834, -1.64689, 0.59791], [4.18686, -2.85557, 1.08369], [3.38175, -4.16780, 1.09450], [2.61993, -4.39310, -0.21671], [1.83463, -3.15495, -0.66162], [2.64497, 1.22899, 0.00576], [3.68616, 0.94260, -2.88350], [4.41382, 0.25576, -1.43425], [5.49513, 2.42780, -2.15585], [4.87052, 2.46568, -0.48965], [4.27182, 4.56436, -1.63995], [3.59110, 3.66890, -2.99442], [2.44281, 3.86047, -0.16318], [1.75608, 4.49729, -1.67263], [0.67381, 2.36192, -0.80904], [1.23224, 2.30575, -2.48973], [0.13009, -1.71906, -2.43995], [0.24503, -2.26819, -4.80667], [2.26658, -1.37206, -3.72545], [1.78179, 0.29354, -4.07658], [1.07029, -1.17944, -5.94514], [-1.43940, -0.84880, -5.88653], [-0.51036, 0.60361, -5.52366], [-2.36459, 0.54437, -3.98217], [-2.04931, -1.14402, -3.54169], [-1.23027, 0.21837, -1.71771], [-0.36417, 1.28851, -2.81302], [3.49385, -2.00377, -1.57537], [4.02682, -0.76060, 0.56263], [2.57863, -1.40602, 1.31780], [5.04169, -2.99022, 0.40481], [4.58865, -2.64267, 2.08285], [2.67357, -4.15648, 1.93791], [4.06609, -5.00763, 1.27089], [1.93379, -5.24142, -0.11882], [3.34796, -4.64390, -0.99952], [1.32531, -3.36401, -1.61130], [1.04141, -2.93244, 0.07195], [-1.12573, 0.19072, 2.11527], [-1.27628, -1.60281, 0.56126], [1.14943, 0.59260, 2.43149], [-1.54213, 2.00210, 1.03884], [-0.85799, 2.86742, 1.04545], [-2.70839, 2.33765, 0.33151], [-3.64088, 1.33511, -0.14370], [-4.83945, 1.70896, -0.73396], [-5.17453, 3.06333, -0.91755], [-4.25589, 4.06108, -0.52165], [-3.04681, 3.71774, 0.06602], [-3.37393, 0.27055, -0.02789], [-5.54396, 0.94463, -1.07048], [-4.49874, 5.10973, -0.68321], [-2.32735, 4.48607, 0.36957], [-6.12999, 3.34897, -1.36811], [-5.25521, -0.62280, 7.83225], [-4.57382, -1.67770, 7.23279], [-4.70097, -2.83298, 7.60172], [-3.74379, -1.26907, 6.04105], [-3.77785, 0.02891, 5.50738], [-3.07226, 0.32341, 4.34292], [-2.28279, -0.61855, 3.74893], [-2.28576, -1.90328, 4.22552], [-2.95960, -2.23951, 5.39059], [-5.69832, -0.82941, 8.71615], [-4.86342, 0.29479, 7.75545], [-4.34953, 0.83755, 5.95994], [-3.13981, 1.31732, 3.86117], [-1.73357, -2.65246, 3.63172], [-2.88220, -3.25334, 5.78042]],
  "atomic_forces_ev_per_a": [[-3.22, 0.24, 3.56], [0.85, -0.22, 0.01], [0.06, 1.15, 0.16], [0.04, 0.01, -0.07], [-0.15, -0.05, -0.16], [0.24, -0.20, 0.16], [0.19, -0.37, -0.12], [1.10, -0.19, -0.64], [-1.19, -0.35, -0.67], [0.02, 0.19, -0.29], [0.04, 0.12, -0.05], [0.11, -0.20, 0.10], [0.24, -0.14, 0.16], [0.67, 0.23, -0.86], [-0.19, 0.05, 0.00], [0.02, -0.09, -0.32], [-0.10, 0.20, 0.19], [0.23, 0.24, -0.11], [-0.14, 0.09, 0.05], [0.07, 0.05, -0.49], [-0.02, 0.12, 0.15], [-0.07, 0.13, -0.05], [0.11, 0.13, 0.16], [-0.02, -0.02, -0.21], [0.02, -0.05, -0.06], [0.03, 0.00, 0.08], [0.01, -0.01, -0.24], [0.08, -0.01, 0.17], [0.23, -0.17, -0.21], [0.23, 0.02, 0.19], [0.18, 0.32, 0.01], [0.10, 0.13, -0.05], [-0.18, 0.09, -0.10], [-0.14, -0.13, 0.02], [-0.17, -0.17, -0.17], [0.10, 0.09, 0.02], [-0.01, -0.06, 0.01], [0.06, -0.20, 0.00], [0.05, 0.16, -0.12], [0.22, 0.01, -0.23], [-0.05, -0.28, -0.05], [0.06, -0.67, 0.59], [-0.08, -0.16, 0.01], [0.18, -0.09, -0.27], [0.00, 0.02, 0.13], [-0.02, -0.10, -0.16], [0.07, 0.07, -0.19], [-0.11, 0.07, 0.04], [0.11, 0.03, -0.01], [-0.06, -0.07, 0.02], [0.11, 0.01, 0.12], [0.22, 0.00, -0.24], [1.18, 1.46, -2.57], [-0.42, -0.48, 0.21], [0.48, 0.00, 0.65], [0.42, -0.87, 1.10], [0.08, -0.28, 0.32], [-0.99, 0.15, -0.46], [0.15, 0.52, 0.22], [-0.01, 0.32, 0.00], [0.07, 0.17, 0.06], [0.05, -0.60, -0.03], [-0.35, -0.55, -0.25], [-0.17, 0.58, -0.08], [0.19, 0.12, 0.07], [0.01, -0.10, 0.00], [-0.28, -0.24, -0.08], [0.33, -0.15, 0.12], [0.32, -0.83, 0.03], [-0.44, 0.30, 0.39], [0.19, 0.69, -0.32], [0.31, 0.07, -0.36], [0.13, -0.09, -0.07], [0.43, -0.76, 0.24], [-1.68, -0.51, 0.83], [0.12, 0.94, 0.05], [-0.07, 0.11, -0.22], [0.07, -0.10, -0.15], [0.01, 0.18, -0.01], [-0.01, -0.30, -0.21], [0.21, -0.66, 0.23], [-0.20, 0.63, 0.39], [-0.26, 0.27, -0.08]]
}



[3]
{
  "formula": "C4H12",
  "method": "wB97M-V/def2-TZVPD",
  "e_above_lowest_ev": 0.915,
  "total_charge": 0,
  "homo_energy_ev": -11.44,
  "smiles": "CC.CC",
  "homo_lumo_gap_ev": 12.58,
  "elements": ["C", "C", "H", "H", "H", "H", "H", "H", "C", "C", "H", "H", "H", "H", "H", "H"],
  "coordinates": [[2.37318, 0.66141, 0.49503], [1.52764, 0.86036, 1.73416], [3.14039, 1.41036, 0.36133], [2.94520, -0.24579, 0.31271], [1.62743, 0.95900, -0.25645], [1.90518, 0.23450, 2.57306], [0.47323, 0.62541, 1.68869], [1.85642, 1.80805, 2.15852], [-2.47594, -1.36309, -1.37802], [-1.50300, -0.24858, -0.98035], [-2.28394, -1.76693, -2.37969], [-2.42372, -2.13020, -0.60526], [-3.52295, -1.00984, -1.28819], [-1.93154, 0.75924, -0.82859], [-0.63734, 0.00531, -1.57149], [-1.07023, -0.55922, -0.03546]],
  "atomic_forces_ev_per_a": [[-0.86, 0.92, -1.16], [2.40, -1.02, 2.49], [0.20, 0.55, 0.47], [-0.88, -0.52, 0.04], [0.71, -0.84, -0.82], [-0.24, -0.20, -0.46], [-0.16, 0.54, -0.38], [-1.18, 0.57, -0.18], [-0.52, 0.57, 0.05], [0.10, 0.84, 0.93], [-0.22, -0.02, 0.36], [0.18, -0.35, -0.42], [0.52, -0.09, -0.47], [-0.35, -0.62, 0.08], [0.18, -0.64, -0.88], [0.12, 0.32, 0.36]]
}